No. 1
The following is a DFT calculation (ωB97M-V/def2-TZVPD) of a molecular structure, C4H7ClN2.

Geometry as ORCA input:
```
! wB97M-V def2-TZVPD RIJCOSX def2/J DEFGRID3
* xyz 0 1
H 1.2420 1.8642 -0.2203
C -0.6467 1.4204 2.3455
H -2.0376 -0.8447 0.3777
H 1.4749 0.4488 0.8156
C -0.9540 -0.7751 0.3138
H -1.0232 1.0505 -0.8521
H 1.3037 0.2460 -0.9354
C 0.9731 0.8220 -0.0748
N -0.9396 1.5720 1.1012
Cl -3.2230 1.5121 1.1102
H -0.6098 -1.4049 -0.5023
H -0.5263 -1.1382 1.2474
N -0.3136 1.4121 3.4522
C -0.5512 0.6744 0.0643
*
```

The energy relative to the best compared isomer or geometry (same formula, charge and spin) is 3.494 eV. The calculation puts the HOMO-LUMO gap (spin up / spin down) at 7.690 / 7.628 eV. The calculation puts the total energy at -726.21213 hartree. Its LUMO energy (spin up / spin down) is -2.92 / -2.84 eV. As for the HOMO energy (spin up / spin down): -10.61 / -10.47 eV.

No. 2
The following is a DFT calculation (ωB97M-V/def2-TZVPD) of 2 unconnected molecules or ions with the total composition C2H6OS.

Geometry as ORCA input:
```
! wB97M-V def2-TZVPD RIJCOSX def2/J DEFGRID3
* xyz 0 3
H 0.5681 -0.0271 0.3124
C -0.4751 -0.2270 0.0667
H 1.7126 0.9340 0.3690
H -2.4560 0.1432 -0.3727
S -1.5434 1.0857 -0.2881
H -0.3152 -2.3230 0.1335
O 2.2627 1.7220 0.1146
H 3.1973 1.7396 0.1649
H -2.0110 -1.5831 -0.3757
C -0.9401 -1.4642 -0.1245
*
```

The energy relative to the best compared isomer or geometry (same formula, charge and spin) is 1.043 eV. The calculation puts the HOMO-LUMO gap (spin up / spin down) at 6.151 / 8.971 eV. The calculation puts the total energy at -553.02460 hartree. Its LUMO energy (spin up / spin down) is 0.85 / -2.08 eV. As for the HOMO energy (spin up / spin down): -5.30 / -11.05 eV.

No. 3
The following is a DFT calculation (ωB97M-V/def2-TZVPD) of a gas-phase ion, C3H9N2O (charge +1).

Geometry as ORCA input:
```
! wB97M-V def2-TZVPD RIJCOSX def2/J DEFGRID3
* xyz 1 1
H 1.5107 1.7334 1.7334
H -1.0476 -1.8565 -2.2580
O -1.3284 0.4231 0.3853
C -1.0513 -0.7696 -2.2102
C 0.8052 -0.2218 1.0618
H -0.1852 1.4454 1.6415
H -1.0150 -0.2395 -3.1484
H 0.3304 -0.9027 1.7700
N 0.7500 1.0702 1.8781
N 0.0373 -0.4397 -1.2668
H 0.7555 0.8772 2.8792
H 0.9128 -0.0278 -1.5588
H -1.9773 -0.5026 -1.6996
C -0.2834 -0.0651 -0.0012
H 1.7863 -0.5241 0.7938
*
```

The energy relative to the best compared isomer or geometry (same formula, charge and spin) is 1.293 eV. The calculation puts the HOMO-LUMO gap at 10.371 eV. The calculation puts the total energy at -304.20285 hartree. The SMILES is CNC(=O)C[NH3+]. Its LUMO energy is -3.79 eV. As for the HOMO energy: -14.17 eV.